(1)
{"formula": "C21H18F2N4O4S", "method": "wB97M-V/def2-TZVPD", "elements": ["H", "C", "C", "C", "N", "H", "C", "H", "F", "H", "C", "H", "H", "C", "C", "C", "F", "O", "C", "H", "C", "H", "C", "C", "C", "H", "C", "S", "N", "N", "H", "H", "H", "O", "C", "H", "C", "O", "C", "C", "C", "H", "H", "C", "H", "H", "N", "C", "H", "O"], "positions_angstrom": [[-0.494253, -5.532030, -3.045532], [-2.976491, -2.639412, 0.666111], [3.609873, -1.343955, 0.127259], [-0.543663, -0.452336, -1.010438], [-1.836846, 3.806969, 0.310132], [-3.873758, 3.633880, 1.040640], [-0.686685, -3.567911, -2.007324], [-1.354935, 2.331224, 1.773195], [6.881920, -2.444585, -1.191118], [-4.502475, -1.992925, 2.174746], [-1.229749, 0.794514, -1.193634], [-3.691111, 4.290796, -0.611001], [3.035291, -0.860591, 0.893368], [-2.310993, -1.419534, 0.422459], [5.085837, -1.658534, 0.183210], [2.756060, -1.815588, -0.847876], [2.514957, -3.309227, -2.701586], [-1.902665, 4.119937, -2.240599], [-0.929405, -4.917213, -2.170946], [-1.945845, -6.586788, -1.274797], [0.866218, 1.796410, -1.491159], [-0.151683, 3.701214, 1.592275], [-4.066237, -2.846783, 1.748784], [-2.149541, -5.007651, -0.002841], [-1.199270, 3.417705, 1.632018], [5.866560, -1.351558, 0.982145], [-1.294952, -1.605431, -0.485877], [-1.051074, 3.703639, -1.129799], [-1.504265, -5.677218, -1.091590], [-1.226469, -2.902919, -0.804059], [-3.469848, 2.581140, -0.347358], [-0.077237, -3.030746, -2.690149], [1.511401, 2.628088, -1.681474], [1.500286, -1.625114, -0.849715], [3.302370, -2.686179, -1.798724], [-2.529180, -0.390391, 0.828391], [5.574431, -2.397472, -0.971304], [0.178073, 4.411880, -0.952180], [4.652854, -2.855016, -1.883410], [0.875226, -0.471949, -1.113749], [-3.262458, 3.551244, 0.107412], [4.940326, -3.434050, -2.742584], [-1.771260, 3.847320, 2.502615], [-0.534013, 1.971068, -1.277623], [-4.936003, -3.373001, 1.324229], [-3.764758, -3.437611, 2.574934], [1.524358, 0.627585, -1.406576], [-2.177305, -3.544955, 0.020149], [-2.240393, 0.823067, -1.051556], [-2.517066, -5.688140, 0.924864]], "forces_ev_per_a": [[-0.9, 1.3, 1.6], [0.3, 0.5, 2.4], [3.1, -1.0, 0.7], [0.2, 0.3, -0.3], [-0.7, 0.0, 0.3], [0.9, -0.1, -0.5], [-1.4, -2.2, 1.6], [0.6, 0.2, -0.1], [0.3, -0.6, -0.1], [0.0, 1.8, 0.2], [2.5, -1.4, 1.0], [0.5, -0.5, 0.7], [0.6, 0.6, 0.7], [-0.8, 1.8, 0.3], [-1.3, -0.2, -1.4], [5.6, -1.5, -0.8], [0.1, 0.4, 0.2], [0.5, -1.1, 1.8], [0.8, 0.3, 0.6], [0.7, 0.6, 0.1], [-0.3, -0.5, 0.5], [-0.1, 0.0, 0.2], [0.0, -1.3, -2.3], [0.9, -0.8, 0.1], [-1.5, -0.5, -0.8], [-1.9, -0.3, -1.4], [-0.2, 2.0, -0.4], [0.3, 0.5, -0.8], [-0.6, 1.6, -1.1], [0.1, -1.9, -1.0], [0.0, -0.3, 0.2], [0.2, 0.6, -0.2], [0.0, 0.5, 0.0], [-5.2, 0.2, 0.3], [-0.1, 0.8, 0.4], [0.1, -1.5, -0.3], [-2.1, 2.8, 2.7], [0.4, 0.0, 0.1], [0.5, -1.3, -1.1], [-2.2, 1.6, -0.1], [-1.5, 0.6, 0.2], [0.5, -0.2, -0.2], [0.7, 0.2, -1.2], [2.5, 0.2, -1.0], [0.4, -0.1, -0.1], [0.8, -0.8, 0.6], [0.2, 0.5, -0.2], [0.2, -1.5, -2.0], [-2.6, -0.3, 0.1], [-0.9, -0.2, 0.2]], "homo_lumo_gap_ha": 0.3096, "smiles": "Cc1cc(-c2cc(S(=O)(=O)N(C)C)cnc2Oc2ccc(F)cc2F)n2cc[nH]c(=O)c12", "e_above_lowest_ev": 3.406, "multiplicity": 1, "energy_ev": -52485.914, "e_homo_ha": -0.31071, "e_lumo_ev": 0.0}

(2)
{"formula": "C21H18F3I2NO6Se2Sn", "method": "wB97M-V/def2-TZVPD", "elements": ["H", "H", "C", "C", "C", "H", "F", "Sn", "C", "H", "O", "H", "C", "C", "O", "H", "O", "C", "F", "C", "C", "H", "O", "H", "N", "C", "C", "C", "C", "O", "C", "H", "H", "I", "H", "I", "C", "C", "H", "Se", "C", "O", "H", "C", "C", "H", "H", "C", "H", "Se", "H", "F", "H", "C"], "positions_angstrom": [[0.391178, -1.724479, 5.179172], [1.278720, -1.093022, 3.080507], [-0.649668, 5.220072, 3.106949], [-0.561410, 1.495860, 0.992155], [1.325536, -4.499540, 2.669780], [-1.809680, -1.126054, -2.900447], [-0.295820, 7.505090, 2.773224], [1.117874, -0.254137, -1.217609], [0.661014, -2.548020, 4.485687], [-1.984052, 3.636225, 0.420248], [-0.180382, -3.401672, 6.980489], [0.359569, 4.188185, 4.684126], [-0.124305, 4.082831, 3.722178], [-0.601543, 6.589266, 3.782104], [1.765895, -3.787294, 0.072910], [0.671984, -5.918732, 4.209590], [1.661100, -1.553410, 0.475620], [-2.129141, -0.582743, -5.848948], [-1.851313, 6.926690, 4.324638], [-0.250935, 0.625955, 0.182883], [0.835318, -4.868676, 3.913582], [0.282285, -3.064946, -5.484734], [-0.093684, -5.498306, 6.266843], [1.539698, -5.231435, 1.887390], [0.036876, -4.276390, 6.134508], [-0.726547, 2.668891, 1.824164], [-0.825284, -0.567975, -4.858466], [-1.367025, 5.028510, 1.865860], [1.398262, -3.145149, 2.278460], [0.151512, -2.368735, -6.171198], [-1.420328, 3.767630, 1.287992], [-2.878113, -0.017477, -5.381321], [1.249798, -1.125770, -4.922245], [3.886922, 0.595769, -1.681114], [-1.979563, 5.831588, 1.533792], [7.529441, 2.571472, -1.535703], [1.640917, -2.806580, 0.833575], [1.132467, -2.192367, 3.236595], [-1.797960, -2.415297, -6.385090], [0.836575, 1.565097, -3.259172], [-0.747605, 0.895790, -4.417985], [-2.576552, -1.890269, -6.150228], [0.597840, -0.373948, -6.397265], [-1.191144, -1.497619, -3.714723], [0.377490, -1.056067, -5.594005], [-1.652305, -2.371341, -4.176207], [-1.572557, 1.168365, -3.715949], [-0.243676, 2.814721, 3.144591], [-1.877153, -0.017805, -6.764726], [0.421851, -2.206037, -2.750007], [-0.774364, 1.528348, -5.328468], [0.354727, 6.705789, 4.748947], [0.106221, 1.941513, 3.697653], [0.551038, -3.872366, 4.859400]], "forces_ev_per_a": [[0.3, -0.9, -0.3], [-0.3, -1.3, -0.4], [-0.7, -0.9, -0.7], [0.4, -0.7, -0.3], [-0.6, 0.1, -0.6], [-0.3, 0.4, -0.5], [-0.6, -0.5, 1.8], [1.1, 0.3, -1.1], [0.0, 1.1, 1.4], [-0.6, -0.2, -1.4], [0.0, -1.4, -0.6], [0.0, -0.1, 0.0], [-0.5, 0.3, -0.1], [-0.1, -0.2, -1.3], [-0.1, 1.5, 0.8], [0.3, 0.7, -0.4], [-0.2, -0.7, 0.8], [2.8, -0.7, -0.2], [2.1, -0.1, -0.6], [0.1, 1.0, 0.8], [0.4, -0.4, 0.3], [0.1, 1.0, -0.5], [-0.4, 1.3, 1.0], [-0.1, 0.2, 0.4], [0.1, -0.2, 0.6], [-0.4, 0.1, 0.6], [-2.5, 0.9, 0.1], [0.8, -0.5, 2.4], [0.1, -0.3, 0.7], [0.0, -0.5, 0.3], [1.0, 0.9, 1.1], [-1.4, 0.4, 0.8], [-0.4, 0.3, -0.4], [-1.2, -0.5, 0.8], [-0.2, 0.5, -0.7], [0.0, 0.0, 0.0], [0.5, -0.9, -2.4], [0.0, 1.7, 0.2], [0.2, 0.3, -0.1], [-0.8, -0.8, -0.6], [0.4, 0.8, 1.0], [-0.6, 0.2, 0.0], [0.2, 0.1, -0.5], [1.2, -0.5, 0.4], [0.8, -0.7, 0.3], [0.0, -0.1, 0.6], [0.2, -0.4, -1.1], [0.5, -0.2, -0.7], [0.2, -0.2, 0.1], [-0.4, -0.5, 0.7], [0.1, 0.0, 0.6], [-1.4, 0.0, -0.9], [0.1, 0.3, -0.3], [-0.1, 0.0, -1.8]], "homo_lumo_gap_ha": 0.1546, "e_above_lowest_ev": 0.287, "multiplicity": 1, "energy_ev": -196722.181, "total_charge": -2, "e_homo_ha": -0.06457, "e_lumo_ev": 2.5}

(3)
{"formula": "C21H18F3N3O3S2", "method": "wB97M-V/def2-TZVPD", "elements": ["O", "C", "C", "H", "H", "H", "H", "C", "H", "H", "C", "H", "C", "N", "O", "S", "C", "H", "H", "H", "S", "O", "F", "H", "C", "C", "C", "C", "H", "H", "H", "N", "H", "H", "C", "C", "H", "C", "C", "N", "F", "C", "C", "C", "C", "C", "C", "C", "F", "H"], "positions_angstrom": [[3.005549, -3.870852, -0.819218], [-2.324178, -2.554432, 1.362220], [5.508620, 2.024478, -0.707637], [1.636653, 2.758094, -1.196589], [-1.708696, 2.513658, 0.660684], [-2.833130, -0.828056, 2.536818], [-4.770237, 2.913838, 0.962133], [0.260257, -1.547025, 1.344772], [1.264126, -1.156986, 1.386340], [-3.323908, -2.959093, 1.374232], [1.239767, 1.758219, -1.278693], [-4.062242, 2.052597, -1.300039], [-0.758924, -0.874885, 2.002443], [-2.954380, 0.427446, -0.508901], [-2.505383, -1.446751, -2.092127], [5.737149, 0.928500, 0.596750], [2.158577, -3.034753, -0.589163], [-1.550436, -4.143522, 0.166329], [-0.745027, 2.400053, -1.815006], [0.789785, -4.410983, -0.150050], [-2.299861, -0.029356, -1.988241], [-2.792220, 0.824261, -3.030249], [-1.447070, 1.025849, 3.252578], [3.389088, -1.543125, -1.049699], [-0.025163, -2.718926, 0.650901], [0.242699, -0.809702, -1.483642], [-2.055590, -1.362094, 2.015287], [-3.485656, 1.755896, -0.428328], [3.792307, -0.425404, 1.086561], [3.928646, 2.522415, -2.072708], [6.311917, 2.670457, -1.000296], [0.941655, -3.414009, -0.062466], [-3.592087, -0.291003, -0.198392], [-2.675423, 3.808672, -0.158152], [1.565922, -0.628972, -1.094161], [4.267080, 1.933568, -1.239812], [-3.765467, 1.638412, 1.764999], [-1.326141, -3.225439, 0.687430], [-0.399901, 0.404394, 2.697546], [2.410403, -1.707716, -0.838946], [0.499153, 0.219800, 3.682491], [-2.659475, 2.809724, 0.249171], [4.144473, 0.324281, 0.406209], [-0.088513, 1.570876, -1.613683], [-3.896344, 2.283116, 0.910613], [3.462039, 0.945287, -0.603925], [-0.569299, 0.280964, -1.699605], [2.074219, 0.679806, -0.992105], [0.164753, 1.295382, 1.855316], [-0.180102, -1.786948, -1.639976]], "forces_ev_per_a": [[0.2, -0.2, -0.1], [0.0, 0.0, 0.1], [0.2, -0.1, 0.4], [0.0, 0.1, 0.0], [0.1, -0.1, 0.0], [-0.1, 0.1, 0.0], [-0.1, 0.0, -0.1], [-0.2, -0.2, 0.2], [0.1, 0.0, 0.0], [-0.1, -0.1, 0.0], [-0.2, -0.2, 0.0], [0.0, 0.1, 0.2], [0.0, 0.0, 0.0], [0.2, -0.3, -0.6], [0.2, 0.0, 0.2], [-0.4, 0.1, -0.4], [0.0, -0.1, 0.0], [0.0, -0.1, -0.1], [0.0, 0.2, 0.0], [0.2, 0.2, 0.0], [-0.2, 0.0, 0.4], [0.3, 0.2, 0.2], [-0.3, -0.1, 0.0], [-0.1, -0.2, 0.1], [-0.3, 0.4, 0.5], [0.1, 0.0, -0.2], [0.2, 0.0, 0.1], [-0.1, 0.5, -0.3], [-0.1, -0.2, 0.1], [0.0, 0.1, -0.2], [0.1, 0.2, -0.1], [-0.1, -0.5, -0.3], [0.0, -0.2, -0.1], [-0.1, 0.1, -0.1], [-0.4, 0.5, -0.3], [0.1, 0.0, 0.0], [0.1, -0.1, 0.1], [0.2, 0.1, -0.1], [0.2, 0.3, 0.1], [0.4, 0.1, 0.0], [0.1, -0.2, 0.1], [0.0, 0.2, 0.0], [0.3, 0.2, 0.1], [0.0, 0.2, -0.1], [0.0, -0.1, 0.0], [0.3, -0.1, 0.2], [-0.3, -0.1, -0.1], [-0.3, -0.3, 0.0], [0.0, -0.1, -0.2], [0.1, -0.2, 0.0]], "homo_lumo_gap_ha": 0.3267, "smiles": "O=C(Nc1cccc(C(F)(F)F)c1)Nc1cc(S(=O)(=O)NC2CC2)ccc1-c1ccsc1", "e_above_lowest_ev": 0.117, "multiplicity": 1, "energy_ev": -62505.388, "e_homo_ha": -0.32019, "e_lumo_ev": 0.2}